No. 1
Computed, not measured: a molecular structure, C4H13ClN2O5S2, with the ωB97M-V functional and the def2-TZVPD basis.

Results
- HOMO-LUMO gap (eV) = 10.0
- LUMO level (eV) = 0.15

Last column: Löwdin charge in e.
Cartesian coordinates (Å):
O -0.226 0.186 2.695  -0.352
S -1.510 -0.458 2.457  0.579
O -2.563 -0.232 3.391  -0.306
N -1.845 -0.106 0.946  -0.450
S -3.082 -0.753 0.181  0.236
O -4.374 -0.681 0.772  -0.315
O -2.732 -1.969 -0.494  -0.351
Cl -2.997 0.691 -1.307  0.360
H -1.252 -1.783 2.456  0.086
C 2.324 1.440 -1.092  -0.037
C 1.933 0.611 0.117  -0.289
C 1.478 -0.814 -0.182  -0.175
O 0.198 -0.699 -0.712  -0.258
C -0.104 -0.832 -2.101  -0.082
N 0.702 1.215 0.781  0.177
H 1.460 1.689 -1.711  0.082
H 2.794 2.376 -0.788  0.084
H 3.039 0.893 -1.704  0.091
H 2.742 0.624 0.847  0.150
H 1.387 -1.332 0.779  0.132
H 2.169 -1.389 -0.802  0.139
H 0.538 -1.557 -2.606  0.096
H -0.115 0.119 -2.638  0.078
H -1.118 -1.219 -2.064  0.045
H 0.748 2.228 0.866  0.166
H 0.520 0.813 1.714  -0.001
H -0.114 0.940 0.199  0.114


No. 2
Computed, not measured: 7 unconnected molecules or ions with the total composition C25H45BrN2O35S8, with the ωB97M-V functional and the def2-TZVPD basis.

Results
- HOMO-LUMO gap (eV) = 5.9
- LUMO level (eV) = -1.25

Last column: Löwdin charge in e.
Cartesian coordinates (Å):
C -4.051 -4.372 -1.293  -0.126
C -3.471 -4.747 -2.796  -0.192
C -2.994 -6.344 -2.922  -0.161
O -2.509 -6.815 -1.616  -0.308
C -1.050 -6.994 -1.587  -0.162
C -0.443 -6.241 -0.250  -0.642
Br 0.931 -7.374 0.664  0.705
N -1.433 -5.887 0.859  0.029
C -1.085 -4.534 1.477  -0.243
O -1.721 -3.787 2.384  -0.026
C 0.362 -4.104 0.771  -0.072
C 0.050 -4.723 -0.747  -0.306
N 1.206 -4.690 -1.723  0.125
C 1.268 -3.377 -2.205  0.002
O 1.850 -2.220 -2.626  -0.013
H -3.258 -3.838 -0.604  0.068
H -4.538 -5.305 -0.749  0.100
H -4.925 -3.597 -1.468  0.052
H -2.555 -4.027 -2.984  0.098
H -4.320 -4.563 -3.589  0.110
H -2.228 -6.432 -3.802  0.128
H -3.992 -6.928 -3.209  0.133
H -0.475 -6.566 -2.512  0.138
H -0.817 -8.155 -1.500  0.139
H -1.440 -6.712 1.511  0.113
H 1.346 -4.523 1.258  0.074
H 0.551 -2.931 0.818  0.138
H -0.956 -4.182 -1.024  0.153
C -4.677 1.536 -0.641  -0.194
C -5.867 1.153 -1.518  -0.166
O -5.505 -0.090 -2.116  -0.192
S -4.561 -0.922 -1.078  0.674
O -5.395 -1.865 -0.367  -0.251
O -3.351 -1.305 -1.769  -0.244
O -4.215 0.313 -0.071  -0.178
H -3.866 1.960 -1.241  0.111
H -4.954 2.243 0.145  0.134
H -6.077 1.903 -2.284  0.138
H -6.765 0.989 -0.913  0.132
C -0.232 4.234 -1.784  -0.138
C -1.247 4.804 -2.771  -0.162
O -2.521 4.567 -2.175  -0.193
S -2.368 4.640 -0.552  0.711
O -2.762 5.963 -0.121  -0.217
O -2.919 3.431 0.014  -0.242
O -0.741 4.548 -0.489  -0.338
H -0.167 3.145 -1.870  0.141
H 0.763 4.668 -1.919  0.134
H -1.187 4.327 -3.753  0.138
H -1.123 5.886 -2.884  0.135
C -0.465 1.684 3.417  -0.166
C 0.455 2.691 4.101  -0.173
O 0.690 3.705 3.126  -0.209
S -0.635 3.851 2.185  0.716
O -1.424 4.955 2.685  -0.212
O -0.228 3.736 0.803  -0.257
O -1.364 2.462 2.629  -0.186
H 0.099 1.029 2.744  0.133
H -1.018 1.075 4.137  0.139
H 1.397 2.243 4.425  0.137
H -0.040 3.157 4.960  0.132
C 2.243 7.561 1.611  -0.166
C 2.930 6.201 1.524  -0.163
O 4.300 6.456 1.828  -0.188
S 4.387 7.693 2.887  0.678
O 4.520 7.140 4.217  -0.243
O 5.288 8.688 2.355  -0.236
O 2.858 8.230 2.711  -0.200
H 2.424 8.153 0.708  0.099
H 1.165 7.469 1.775  0.141
H 2.832 5.747 0.535  0.133
H 2.539 5.513 2.281  0.120
C 6.153 -4.214 1.620  -0.173
C 5.353 -5.504 1.464  -0.174
O 4.525 -5.573 2.622  -0.195
S 4.133 -4.058 3.084  0.688
O 2.825 -3.748 2.551  -0.253
O 4.472 -3.904 4.480  -0.223
O 5.246 -3.271 2.190  -0.193
H 6.987 -4.348 2.317  0.134
H 6.534 -3.846 0.664  0.136
H 5.995 -6.386 1.396  0.139
H 4.702 -5.460 0.585  0.131
C -3.128 -11.409 -0.042  -0.178
C -4.171 -10.718 0.832  -0.178
O -4.063 -9.332 0.516  -0.189
S -3.628 -9.177 -1.048  0.749
O -4.823 -8.941 -1.828  -0.220
O -2.462 -8.327 -1.116  -0.349
O -3.160 -10.720 -1.291  -0.198
H -2.124 -11.300 0.381  0.129
H -3.348 -12.470 -0.187  0.134
H -3.998 -10.885 1.898  0.136
H -5.183 -11.046 0.572  0.132
C 0.574 12.159 0.985  -0.172
C 1.889 12.181 1.760  -0.170
O 2.709 11.198 1.131  -0.196
S 2.342 11.138 -0.457  0.687
O 3.304 11.946 -1.173  -0.228
O 2.048 9.768 -0.807  -0.245
O 0.939 11.967 -0.380  -0.192
H -0.050 11.314 1.293  0.133
H 0.011 13.088 1.102  0.137
H 1.753 11.949 2.819  0.140
H 2.389 13.150 1.661  0.134
C 4.903 0.701 -2.653  -0.167
C 3.509 0.134 -2.401  -0.195
O 2.762 1.213 -1.843  -0.190
S 3.306 2.615 -2.473  0.670
O 2.434 2.988 -3.565  -0.241
O 3.633 3.508 -1.386  -0.237
O 4.694 2.038 -3.106  -0.189
H 5.485 0.742 -1.727  0.133
H 5.453 0.127 -3.403  0.138
H 3.524 -0.719 -1.717  0.124
H 3.027 -0.161 -3.339  0.124


No. 3
Computed, not measured: a single C4H8O2 molecule, with the ωB97M-V functional and the def2-TZVPD basis.

Results
- HOMO-LUMO gap (eV) = 10.5
- SMILES string = C[C@H](C=O)CO
- LUMO level (eV) = 0.71

Last column: Löwdin charge in e.
Cartesian coordinates (Å):
C -1.082 -0.950 0.475  -0.056
C -0.186 0.174 -0.050  -0.321
C 1.252 -0.135 -0.471  -0.209
O 2.080 0.528 0.517  -0.097
C -0.931 1.129 -0.952  -0.228
O -2.130 1.282 -0.946  0.054
H -1.969 -0.507 0.937  0.078
H -0.559 -1.545 1.230  0.077
H -1.446 -1.639 -0.301  0.088
H 0.245 0.810 0.776  0.156
H 1.487 -1.205 -0.519  0.123
H 1.527 0.336 -1.422  0.116
H 2.157 -0.027 1.305  0.091
H -0.288 1.755 -1.610  0.128


No. 4
Computed, not measured: a molecular structure, C18H19IN2PtTe, with the ωB97M-V functional and the def2-TZVPD basis.

Results
- HOMO-LUMO gap (alpha / beta) (eV) = 5.5 / 5.8
- spin multiplicity = 3
- LUMO level (alpha / beta) (eV) = -1.00 / -1.42

Last column: Löwdin spin population.
Cartesian coordinates (Å):
C 1.378 0.673 2.533  0.015
C 1.492 -0.790 2.477  0.007
H 2.450 0.699 2.461  0.000
H 0.763 1.198 3.269  0.000
H 1.250 1.201 1.544  0.012
H 1.110 -1.053 1.386  0.008
H 2.482 -1.264 2.481  0.000
H 0.912 -1.198 3.249  0.000
C 0.638 2.427 -1.787  0.015
C 0.857 3.240 -2.881  0.005
C 0.816 2.725 -4.167  -0.009
C 0.599 1.389 -4.348  0.003
H 0.708 2.693 -0.733  0.009
H 1.062 4.254 -2.686  0.001
H 0.966 3.376 -5.025  -0.001
H 0.626 0.898 -5.293  0.001
N 0.352 1.175 -2.100  0.119
C 0.326 0.556 -3.298  0.003
C 0.173 -0.875 -3.299  0.004
N 0.075 -1.495 -2.120  0.141
C 0.094 -2.777 -1.791  0.007
C 0.214 -3.115 -4.159  -0.012
C 0.133 -3.605 -2.879  0.006
H 0.109 -3.040 -0.730  0.004
H 0.114 -4.644 -2.673  0.001
C 0.284 -1.749 -4.353  0.005
H 0.425 -1.292 -5.284  0.001
H 0.242 -3.777 -5.016  -0.001
Pt -0.116 -0.141 -0.732  1.023
I 2.854 -0.373 -0.873  0.247
Te -2.082 -0.128 0.533  0.281
C -1.946 0.274 2.625  0.067
C -1.988 1.562 3.166  0.008
C -1.867 1.687 4.550  0.001
C -1.807 0.558 5.356  -0.001
C -1.882 -0.714 4.800  0.003
C -1.972 -0.870 3.422  0.014
H -2.187 2.408 2.518  0.003
H -1.865 2.696 5.002  0.000
H -1.736 0.668 6.464  0.000
H -1.917 -1.618 5.441  0.000
H -2.141 -1.839 2.951  0.006


No. 5
Computed, not measured: a single C5H2ClN3S3 molecule, with the ωB97M-V functional and the def2-TZVPD basis.

Results
- HOMO-LUMO gap (eV) = 7.8
- SMILES string = Clc1nss/c1=N/c1nccs1
- LUMO level (eV) = -0.67

Last column: Löwdin charge in e.
Cartesian coordinates (Å):
C 0.621 -1.721 1.152  -0.833
C -0.818 -1.298 0.958  -0.637
C -0.659 0.529 -0.510  -0.725
C 0.595 2.289 -0.860  -0.264
C 0.191 2.103 -2.127  -0.416
H 1.250 3.059 -0.521  0.098
H 0.389 2.723 -3.015  0.072
N 0.895 -2.601 2.008  -0.404
N -1.365 -0.468 0.145  0.027
N 0.124 1.397 0.061  0.030
S -0.296 -3.341 2.857  0.611
S -1.883 -2.299 1.966  0.665
S -0.899 0.762 -2.229  1.015
Cl 1.856 -1.134 0.114  0.760


No. 6
Computed, not measured: a single C4H7NO molecule, with the ωB97M-V functional and the def2-TZVPD basis.

Results
- HOMO-LUMO gap (eV) = 10.3
- SMILES string = C=C=N[C@H](C)O
- LUMO level (eV) = 0.96

Last column: Löwdin charge in e.
Cartesian coordinates (Å):
O 1.812 0.801 0.793  -0.022
C 0.765 0.817 -0.138  -0.462
C 0.780 -0.527 -0.843  -0.055
C -2.043 -0.780 0.498  0.007
C -1.296 0.284 0.611  -0.206
N -0.469 1.188 0.619  0.125
H 1.556 1.430 1.479  0.094
H 1.752 -0.561 -1.334  0.084
H 0.904 1.607 -0.891  0.138
H 0.706 -1.363 -0.139  0.086
H -0.006 -0.629 -1.597  0.084
H -1.883 -1.602 1.182  0.065
H -2.735 -0.872 -0.327  0.062


No. 7
Computed, not measured: a gas-phase ion, C6H9N8S (charge -1), with the ωB97M-V functional and the def2-TZVPD basis.

Results
- HOMO-LUMO gap (eV) = 6.3
- net charge = -1
- SMILES string = C=CCN1NN=N[C@H]1Cn1nnc([S-])n1
- LUMO level (eV) = 3.19

Last column: Löwdin charge in e.
Cartesian coordinates (Å):
C -2.976 0.711 -0.357  -1.080
C -0.127 -2.807 1.067  -0.004
C -0.340 -1.938 0.067  -0.151
C 1.268 0.775 0.683  -0.260
C 0.840 -1.392 -0.751  -0.188
C -0.064 1.780 0.946  -0.090
N -1.994 0.639 0.569  0.071
N -2.674 1.638 -1.311  -0.028
N 2.453 1.599 0.441  0.004
N -1.509 2.104 -0.992  0.007
N 2.947 1.319 -0.646  -0.040
N 2.219 0.423 -1.361  -0.015
N 1.075 0.034 -0.561  -0.107
N -1.137 1.507 0.072  -0.294
S -4.467 -0.040 -0.412  0.275
H -0.975 -3.144 1.665  0.059
H 0.884 -2.968 1.391  0.041
H -1.343 -1.699 -0.307  0.087
H 1.162 -0.002 1.637  0.171
H 0.691 -1.568 -1.825  0.116
H 1.762 -1.870 -0.495  0.090
H -0.289 1.586 2.028  0.113
H 0.297 2.789 0.817  0.091
H 2.297 0.526 -2.367  0.133


No. 8
Computed, not measured: a single C7H8N4 molecule, with the ωB97M-V functional and the def2-TZVPD basis.

Results
- HOMO-LUMO gap (alpha / beta) (eV) = 6.3 / 7.5
- spin multiplicity = 3
- LUMO level (alpha / beta) (eV) = -0.02 / -1.74

Last column: Löwdin spin population.
Cartesian coordinates (Å):
C -0.532 2.727 -1.213  0.003
C -0.792 1.433 -0.952  0.005
C 1.010 2.036 0.104  0.007
C -1.238 -2.353 -0.342  0.234
C -1.333 -1.768 1.043  0.327
C 0.337 -0.327 0.382  0.134
C 1.746 -0.958 0.573  0.022
N 0.552 3.100 -0.459  0.007
N -0.543 -1.723 -1.134  0.884
N -0.604 -0.762 1.235  0.285
N 0.239 0.930 -0.215  0.029
H -1.303 3.368 -1.520  0.000
H -1.705 0.937 -1.066  0.000
H 1.946 1.879 0.621  0.000
H -1.874 -3.210 -0.575  0.040
H -2.019 -2.122 1.941  0.015
H 2.114 -0.552 1.518  0.003
H 2.354 -0.590 -0.236  0.003
H 1.647 -2.044 0.295  0.003


Sequential total energy output: -1902.40387, -9481.17217, -307.64809, -1491.68654, -2010.73228, -286.54877, -1070.13676, -490.35911 Ha